(1)
Here is a 7-piece molecular cluster, C14H42O7S7 overall in a non-equilibrium geometry from the OMol25 dataset. Energies are from the ωB97M-V functional and the def2-TZVPD basis.

Each line ends with the Mulliken charge.
Cartesian coordinates (Å):
C 13.417 8.530 32.379  -0.913
S 14.008 8.115 34.057  0.489
O 13.844 6.600 34.086  -0.593
C 15.856 8.509 33.849  -0.896
H 12.334 8.458 32.279  0.305
H 13.746 7.845 31.597  0.294
H 13.507 9.597 32.173  0.360
H 16.216 8.611 34.873  0.335
H 15.851 9.534 33.479  0.321
H 16.367 7.900 33.103  0.300
C 5.514 17.927 29.264  -0.844
S 3.832 17.107 29.133  0.487
O 3.763 16.684 27.644  -0.613
C 4.279 15.580 30.076  -0.876
H 5.861 17.820 30.291  0.322
H 5.343 18.958 28.955  0.297
H 6.250 17.395 28.662  0.295
H 4.606 15.934 31.054  0.332
H 4.995 14.934 29.567  0.297
H 3.397 14.952 30.203  0.302
C 0.326 11.004 28.963  -0.894
S -0.808 10.251 27.687  0.491
O -1.371 8.886 28.272  -0.607
C -2.149 11.590 27.822  -0.912
H -0.110 11.090 29.958  0.338
H 0.478 12.044 28.673  0.308
H 1.304 10.559 29.145  0.318
H -2.812 11.612 26.957  0.323
H -1.677 12.572 27.782  0.313
H -2.812 11.513 28.684  0.320
C 8.095 6.823 30.249  -0.872
S 7.171 8.054 31.229  0.492
O 8.088 8.705 32.186  -0.583
C 6.830 9.517 30.037  -0.898
H 7.603 6.451 29.350  0.345
H 8.392 6.013 30.914  0.311
H 9.010 7.368 30.015  0.269
H 7.728 9.810 29.492  0.306
H 6.453 10.282 30.715  0.274
H 6.131 9.347 29.219  0.354
C 0.464 3.887 26.753  -0.894
S 2.200 4.272 26.311  0.487
O 2.212 4.757 24.884  -0.602
C 2.355 5.591 27.569  -0.862
H -0.198 4.435 26.082  0.322
H 0.061 4.178 27.723  0.340
H 0.455 2.837 26.462  0.289
H 3.342 6.021 27.399  0.287
H 2.258 5.291 28.612  0.374
H 1.514 6.276 27.468  0.259
C 4.998 10.052 37.855  -0.887
S 5.829 11.665 37.923  0.482
O 6.969 11.466 38.857  -0.599
C 6.591 11.338 36.244  -0.959
H 5.619 9.249 37.457  0.287
H 4.041 10.099 37.335  0.353
H 4.643 9.889 38.872  0.323
H 5.812 11.369 35.482  0.336
H 7.209 10.445 36.338  0.308
H 7.239 12.135 35.880  0.355
C 15.404 1.675 32.310  -0.916
S 15.203 3.000 31.063  0.507
O 15.356 2.215 29.796  -0.635
C 13.402 3.223 31.336  -0.961
H 16.390 1.431 31.914  0.284
H 14.824 0.766 32.152  0.338
H 15.627 2.002 33.326  0.365
H 12.988 2.231 31.153  0.337
H 12.813 3.793 30.618  0.344
H 13.246 3.651 32.326  0.335

Its multiplicity is 1. For the relative energy (zero: lowest compared OMol25 entry of this formula, charge and spin), the calculation gives 4.0818 eV.

***

(2)
Here is a 7-piece molecular cluster, C14H43NO11 overall in a non-equilibrium geometry from the OMol25 dataset. Energies are from the ωB97M-V functional and the def2-TZVPD basis.

Each line ends with the Mulliken charge.
Cartesian coordinates (Å):
C 7.283 20.451 16.744  -0.663
O 7.414 21.629 15.872  -0.378
C 8.005 21.270 14.699  -1.053
C 9.521 21.082 14.692  1.410
C 10.126 22.348 15.103  -1.399
N 10.056 20.776 13.351  -0.756
H 8.254 20.227 17.186  0.186
H 6.835 19.597 16.236  0.332
H 6.689 20.702 17.622  0.300
H 7.488 20.429 14.236  0.491
H 7.828 22.063 13.973  0.412
H 9.767 20.313 15.424  -0.371
H 11.196 22.241 14.923  0.325
H 9.988 22.523 16.170  0.292
H 9.785 23.169 14.472  0.365
H 9.372 20.101 13.039  0.299
H 10.972 20.368 13.229  0.247
O 14.819 13.046 19.150  -0.544
C 14.796 14.045 18.132  0.158
C 15.513 13.620 16.866  -0.602
O 16.886 14.006 16.921  -0.531
H 13.943 13.022 19.544  0.300
H 13.781 14.357 17.889  -0.052
H 15.266 14.906 18.607  0.280
H 14.976 13.843 15.945  0.350
H 15.622 12.535 16.853  0.319
H 17.074 13.457 17.686  0.337
O 11.819 18.552 18.336  -0.494
C 12.176 17.358 17.663  -0.294
C 10.968 16.771 16.890  -0.138
O 10.332 17.653 15.971  -0.309
H 11.044 18.365 18.871  0.195
H 12.899 17.774 16.961  0.167
H 12.532 16.512 18.252  0.217
H 10.207 16.700 17.666  0.095
H 11.170 15.813 16.411  0.343
H 9.510 17.246 15.688  0.174
O 12.771 20.433 15.184  -0.557
C 13.362 19.604 14.186  -0.216
C 14.488 20.377 13.447  -0.521
O 15.318 20.772 14.529  -0.564
H 12.107 19.920 15.652  0.176
H 13.804 18.691 14.586  0.215
H 12.581 19.152 13.575  0.513
H 14.153 21.274 12.925  0.254
H 15.100 19.792 12.761  0.314
H 14.692 20.888 15.248  0.337
O 11.828 18.889 21.953  -0.529
C 10.983 17.683 22.048  -0.407
C 9.447 17.852 21.746  -0.270
O 9.232 18.142 20.353  -0.404
H 11.759 19.264 21.072  0.309
H 11.363 17.015 21.275  0.189
H 11.225 17.144 22.963  0.404
H 8.951 18.584 22.384  0.308
H 8.958 16.903 21.963  0.214
H 8.615 18.835 20.107  0.239
C 7.523 15.349 16.050  -0.292
O 7.599 15.802 14.770  -0.521
H 6.465 15.439 16.296  0.281
H 7.869 14.360 16.351  0.367
H 8.127 16.013 16.668  -0.168
H 8.129 15.261 14.181  0.306
C 7.920 13.983 19.563  -0.258
O 6.634 13.506 18.947  -0.511
H 8.285 14.863 19.035  -0.097
H 7.769 14.429 20.546  0.293
H 8.713 13.236 19.579  0.307
H 6.300 12.690 19.326  0.280

Its multiplicity is 1. For the relative energy (zero: lowest compared OMol25 entry of this formula, charge and spin), the calculation gives 0.0000 eV.

***

(3)
Here is C14H44BO14SV2 as an isolated structure in a non-equilibrium geometry from the OMol25 dataset. Energies are from the ωB97M-V functional and the def2-TZVPD basis.

Each line ends with the Mulliken charge.
Cartesian coordinates (Å):
O -2.693 2.509 -1.302  -0.519
V -2.037 2.671 0.152  0.374
O -1.217 4.037 0.215  -0.615
O -0.909 -1.397 2.285  -0.525
V -2.112 -0.356 2.337  0.833
O -3.204 -0.968 3.327  -0.337
S -4.277 2.260 1.944  1.396
O -3.797 3.350 1.023  -0.705
O -3.273 1.159 1.631  -0.943
O -4.176 2.717 3.322  -0.743
O -5.601 1.792 1.621  -0.691
B -0.592 0.927 0.322  5.166
H 0.258 0.090 0.334  -1.456
H -1.654 0.488 0.378  -0.311
H -0.520 1.694 1.203  -0.419
H -0.587 1.544 -0.673  -0.292
C 1.025 -2.030 -2.233  -0.384
O 0.613 -2.269 -0.895  -0.654
H 1.672 -1.148 -2.302  0.023
H 1.610 -2.891 -2.553  0.482
H 0.192 -1.898 -2.927  0.184
H 0.180 -1.462 -0.581  -0.042
C 2.844 1.587 -1.436  -0.011
O 2.341 2.219 -0.275  -0.595
H 3.694 2.139 -1.841  0.389
H 3.209 0.573 -1.218  0.134
H 2.106 1.520 -2.244  -0.315
H 1.414 1.964 -0.225  -0.050
C 4.593 -2.634 2.078  -1.636
C 3.360 -2.003 1.477  0.949
C 3.283 -0.503 1.649  -0.534
O 3.306 -2.333 0.101  -0.650
H 4.621 -3.709 1.924  0.394
H 4.631 -2.376 3.140  0.366
H 5.492 -2.187 1.640  0.349
H 2.484 -2.437 1.984  0.083
H 3.293 -0.198 2.700  0.318
H 2.356 -0.125 1.215  -0.409
H 4.131 -0.011 1.165  0.319
H 2.390 -2.223 -0.186  0.366
C -3.775 -3.466 -0.767  -1.594
C -2.689 -2.447 -0.507  0.453
C -2.425 -1.603 -1.742  -0.899
O -3.155 -1.532 0.524  -0.391
H -4.716 -2.975 -1.024  0.358
H -3.954 -4.038 0.145  0.386
H -3.492 -4.136 -1.579  0.399
H -1.766 -2.885 -0.137  0.319
H -1.965 -2.197 -2.541  0.358
H -1.763 -0.753 -1.577  -0.460
H -3.349 -1.236 -2.200  0.539
H -3.877 -1.039 0.112  0.316
C -0.390 1.234 -3.816  -0.473
C 0.611 1.450 -4.922  0.401
C 0.946 0.171 -5.670  -1.419
O 0.020 2.324 -5.919  -0.596
H -1.309 0.899 -4.290  0.485
H -0.489 2.160 -3.246  0.209
H -0.046 0.507 -3.076  -0.287
H 1.551 1.941 -4.649  0.336
H 0.022 -0.381 -5.858  0.312
H 1.611 -0.494 -5.113  0.272
H 1.448 0.398 -6.610  0.384
H 0.226 3.225 -5.655  0.334
C 0.459 2.489 4.117  -1.593
C 0.227 1.031 3.844  2.274
C 0.911 0.120 4.840  -1.540
O -1.218 0.752 3.939  -0.628
H -0.239 3.107 3.549  0.357
H 1.481 2.724 3.819  0.368
H 0.326 2.748 5.170  0.481
H 0.570 0.768 2.848  -1.147
H 0.632 -0.927 4.715  0.401
H 0.758 0.424 5.877  0.347
H 1.990 0.113 4.646  0.329
H -1.621 1.441 4.480  0.321

Its multiplicity is 1. Its net charge is -1.

***

Number 1: M 547.0 g mol⁻¹, total energy -105368.8634 eV. Number 2: M 401.5 g mol⁻¹, total energy -39221.8637 eV. Number 3: M 581.3 g mol⁻¹, total energy -106787.0518 eV.